{"formula": "C7H19ClN4O7P2S", "method": "wB97M-V/def2-TZVPD", "symbols": ["H", "C", "H", "H", "H", "O", "P", "Cl", "C", "H", "H", "O", "O", "H", "C", "C", "S", "H", "H", "H", "N", "O", "H", "C", "O", "C", "H", "H", "C", "N", "H", "O", "H", "H", "N", "H", "O", "N", "H", "P", "H"], "coordinates": [[-2.99, -0.16, 0.61], [0.22, -0.62, 0.04], [3.52, 2.10, -2.05], [-0.01, -1.40, 1.81], [0.15, -1.11, -0.92], [0.23, 2.05, 3.25], [2.89, 2.68, 1.01], [2.90, -0.89, 0.05], [-2.09, -3.01, -0.61], [-3.07, -4.78, 0.06], [-4.08, -3.38, 0.06], [4.26, 2.20, 0.82], [0.40, -1.65, 0.97], [-1.60, -3.09, 0.35], [1.68, 1.27, 1.23], [1.53, 0.27, -0.03], [0.06, 1.92, 1.85], [-2.18, 1.60, -0.52], [2.74, 1.08, 2.96], [0.59, 2.75, -1.05], [2.23, 0.50, 2.31], [-0.28, 3.15, 1.24], [2.80, 3.35, 2.25], [-3.33, -3.90, -0.53], [-1.03, 0.74, 1.67], [-1.04, 0.15, 0.36], [2.43, 3.58, 0.03], [1.54, 0.30, -3.61], [-2.44, -1.51, -0.82], [1.09, 2.46, -1.89], [-3.49, -1.49, -1.05], [1.18, 0.01, -2.75], [-1.37, -3.37, -1.34], [-1.83, -1.17, -1.65], [-1.25, 1.21, -0.59], [-3.70, -4.21, -1.50], [3.29, 1.16, -1.98], [-2.19, -0.76, 0.43], [1.53, -0.05, 2.78], [1.74, 1.06, -1.69], [-1.01, 0.95, -1.54]], "nbo_charge": [0.366, 0.017, 0.531, 0.479, 0.233, -0.935, 1.527, 0.053, -0.412, 0.213, 0.198, -1.067, -0.688, 0.224, -0.474, -0.402, 2.359, 0.385, 0.388, 0.399, -0.811, -0.923, -0.069, -0.606, -0.699, 0.520, -0.031, 0.519, -0.240, -1.371, 0.206, -0.987, 0.198, 0.182, -0.875, 0.204, -0.977, -0.640, 0.381, 2.226, 0.398], "smiles": "CCCN[C@@]1(N)OS(=O)(=O)[C@](N)([PH2]=O)[C@](Cl)(P(=N)(O)O)[C@H]1O", "e_lumo_ev": 0.4, "max_force_ev_per_a": 2.639, "total_energy_ev": -69795.00152}